Here is a molecular structure, C29H48LaNOP3S at a distorted geometry from the OMol25 dataset. Energies are from ωB97M-V/def2-TZVPD.

```
84
Properties=species:S:1:pos:R:3:forces:R:3:mulliken_charge:R:1
La 0.811156 0.248707 -2.350821 -2.0869 -1.0091 3.1747 1.03
S 3.072831 1.909300 0.153571 0.5408 -0.4292 0.5534 -0.08
P -3.003034 -0.667520 -0.227324 -0.7956 -2.5716 -0.8388 0.86
P -0.481164 -0.958159 2.270459 0.3803 -0.1959 0.9477 0.95
P -1.545774 2.217099 -0.419254 0.2430 1.7629 -0.0492 1.20
O -0.143372 -1.943199 -2.111239 0.1823 1.6811 0.0814 -0.69
N 1.854033 1.053232 -0.529656 -0.7592 0.6664 0.5748 0.30
C -4.358013 -0.386098 1.017396 0.3688 0.9502 0.6737 -1.54
C 3.566757 1.893966 2.912401 0.0448 -0.5794 -0.6169 -0.33
C -1.785074 -1.582875 -3.846567 1.5932 -0.6149 0.4669 -0.07
C 4.220189 0.596178 0.376888 0.9047 -0.2597 -0.1853 0.28
C -0.172480 -2.774700 2.288670 0.0932 0.0904 -0.3437 -1.50
C 2.087399 2.864953 4.541146 0.0969 -0.0327 -0.0051 -0.59
C -1.820072 2.456604 1.390693 0.5446 -0.5990 0.2576 -0.41
C 4.791184 -1.602378 1.166707 -0.2250 0.3262 -0.3130 -0.78
C -2.387076 -3.438538 -5.235327 0.0717 0.2494 -0.3525 -0.51
C 2.689373 2.275714 1.890446 -0.1465 0.6983 0.5882 0.58
C 3.812420 -0.688681 0.763494 0.3670 0.0905 0.2744 -0.02
C 3.242358 2.147421 4.237589 -0.0599 0.1921 -0.0174 -0.65
C -3.928277 -0.495503 -1.794861 0.2071 0.4772 -0.6633 -1.38
C -1.052071 -3.870082 -3.235604 0.1051 0.9427 -0.1028 -0.39
C -3.242822 2.680237 -0.975944 -0.0861 -0.4164 -0.4578 -1.31
C -0.725311 3.827363 -0.786755 0.0522 -0.4313 -0.0251 -1.36
C -2.337332 -2.061361 -5.028532 -0.6141 0.0702 0.1407 -1.13
C 1.222293 0.881874 -4.769714 1.1644 -2.3466 -2.7826 -0.65
C 1.616322 -0.457885 -4.603833 -0.1025 2.2680 -2.7488 -0.57
C 5.565434 0.932365 0.217163 -0.5645 0.0567 0.2017 -0.33
C 1.619969 3.126450 2.207651 -0.0610 -0.2477 -0.6491 -0.42
C -0.985481 -2.456236 -3.032066 -0.4611 -0.5216 -0.3350 0.79
C -1.787641 -4.317784 -4.327968 -0.1546 0.0692 -0.0332 -0.51
C 6.520108 0.004882 0.594235 0.7854 -0.0483 -0.0078 -0.54
C 1.287803 3.392224 3.529032 0.2025 -0.0586 -0.0941 -0.60
C -2.951242 -2.509941 -0.113315 0.8759 0.1832 0.1261 -1.27
C -1.782938 -0.888589 3.580171 -0.1733 0.1467 -0.2854 -1.09
C 0.923987 -0.460865 3.366272 0.1771 0.0239 -0.1034 -0.95
C 6.143961 -1.237399 1.095858 0.0288 -0.2879 0.2269 -0.56
H 0.069116 -3.103064 3.307807 -0.0706 0.0149 -0.2771 0.53
H 5.834675 1.913294 -0.169342 0.0768 -0.1383 0.1817 0.45
H 1.013246 -1.147658 4.226259 -0.0351 0.2538 -0.3475 0.55
H 1.956617 1.686684 -4.936954 0.0183 -0.2462 1.1387 0.43
H -3.727977 -2.960257 -0.740639 0.0820 0.1845 0.1181 0.55
H -0.741646 3.981114 -1.863634 -0.0692 0.2205 -0.1255 0.49
H 0.674646 -2.981580 1.619784 -0.2079 -0.1719 0.1805 0.29
H 0.205379 1.200716 -5.094377 0.5418 -0.7730 -0.0216 0.40
H 3.898449 1.786102 5.031209 -0.1896 0.1808 -0.2576 0.47
H 2.577353 -0.748289 -4.145630 0.1214 0.4205 -0.6298 0.45
H -1.899431 -0.566283 -3.453736 0.0341 0.0373 -0.5285 0.26
H -1.648479 0.010340 4.189735 -0.1326 -0.0617 -0.1507 0.41
H -4.006966 1.965465 -0.651745 0.1553 0.1737 -0.0267 0.32
H -3.254281 2.710192 -2.069171 -0.1450 0.0887 0.0893 0.41
H 0.424868 4.020950 3.758948 0.3373 -0.1780 -0.0441 0.45
H 0.756485 0.554352 3.750142 0.0727 -0.2112 -0.1533 0.09
H -3.713330 -1.364565 -2.432781 -0.0900 0.2467 0.3095 0.44
H -2.918253 -3.774457 -6.134666 0.3452 -0.1863 0.5376 0.42
H -3.581465 0.394377 -2.331786 -0.2484 -0.1465 -0.0480 0.23
H 1.865836 -0.464148 2.798038 -0.2070 -0.0209 0.3165 0.13
H 1.177698 0.696999 0.155948 0.1572 0.0094 0.5171 -0.09
H -1.960885 -2.825556 -0.468107 -0.3092 -0.1767 0.1130 0.18
H -4.274241 -1.103747 1.840278 0.1239 0.2079 -0.2613 0.47
H 1.062578 3.592975 1.403439 -0.1256 -0.0950 0.1214 0.43
H -3.519154 3.671631 -0.594800 0.2238 -0.2203 0.0282 0.49
H -2.773752 -0.865718 3.117878 0.1250 -0.0148 0.3603 0.08
H 6.916956 -1.934428 1.441848 -0.3813 0.2873 -0.2154 0.42
H -5.013724 -0.408986 -1.651462 0.3417 -0.0076 0.1333 0.50
H 7.580397 0.279149 0.512041 -0.5085 -0.2668 0.0395 0.43
H -1.904365 -5.375396 -4.493955 0.1400 -0.2144 -0.0304 0.48
H 0.320669 3.794811 -0.479768 -0.0609 0.1171 0.0213 0.26
H -0.893132 -0.277881 -0.959808 -3.1036 -0.7245 1.3348 -0.14
H 4.474921 -2.582895 1.532184 0.2721 0.3085 -0.1681 0.46
H -1.052746 -3.316655 1.924322 0.2696 0.0204 0.0800 0.36
H 1.042226 -1.328581 -4.958750 -0.4647 0.4954 0.7124 0.37
H 2.758154 -0.968612 0.774993 0.2919 0.1152 0.1561 0.59
H -3.086772 -2.830928 0.926518 0.0969 0.0617 -0.2867 0.55
H -4.307414 0.627368 1.432147 -0.2020 -0.2398 0.0313 0.38
H -0.879184 2.312270 1.935200 -0.2301 0.0244 -0.0763 -0.49
H -5.350838 -0.511316 0.562593 0.4621 -0.0352 -0.2502 0.47
H -1.251211 4.638737 -0.281461 0.1413 0.0771 -0.1188 0.48
H -2.822357 -1.415322 -5.768157 0.1011 -0.0814 0.5155 0.44
H -1.706965 -1.759017 4.235823 -0.0268 0.0734 -0.0437 0.45
H -2.187460 3.476377 1.581921 0.0368 -0.2945 -0.2704 0.58
H 1.835637 3.042759 5.574902 -0.0401 0.0623 0.1092 0.44
H -2.537263 1.736139 1.789435 0.0818 0.0782 -0.0532 0.06
H 4.486855 1.380398 2.651822 -0.1484 -0.0804 0.2592 0.36
H -0.477872 -4.568632 -2.605544 -0.3929 0.5305 -0.2973 0.49
```
Positions in Å, forces in eV/Å.

The value obtained for the lowest unoccupied orbital energy (spin up / spin down) is -0.405 / -0.406 hartree. Its gap between HOMO and LUMO (spin up / spin down) is 4.74 / 4.73 eV. The maximum force comes out at 3.93 eV/Å. The energy relative to the best compared isomer or geometry (same formula, charge and spin) is 5.360 eV. The net charge is +3.